# 1
Molecular formula: C26H35BN5O4
Method: DFT, the ωB97M-V functional and the def2-TZVPD basis

Last column: Mulliken charge in e.
Cartesian coordinates (Å):
C 5.92 0.53 1.31  -0.89
B 4.81 -0.41 2.04  0.33
O 4.99 -0.96 3.32  -0.50
C 3.43 -0.63 1.18  0.68
C 2.18 -0.29 1.85  -0.92
N 0.99 -0.43 1.16  0.64
C -0.28 -0.03 1.85  -1.03
C -0.72 1.40 1.32  1.11
C 0.47 2.36 0.95  -1.66
O -1.47 2.05 2.38  -0.61
C 0.92 -0.88 -0.14  0.03
C 2.11 -1.27 -0.89  -0.88
C 3.41 -1.14 -0.20  0.37
C 4.72 -1.54 -0.94  0.22
O 5.41 -2.40 -0.47  -0.44
O 5.11 -0.90 -2.10  -0.43
H 6.23 1.30 2.08  0.34
H 5.40 1.11 0.49  0.29
H 6.77 -0.09 0.93  0.30
H 4.54 -0.33 3.93  0.31
H 2.15 0.08 2.90  0.10
H -1.05 -0.77 1.50  0.27
H -0.17 -0.06 2.97  0.31
H -1.38 1.30 0.41  -0.09
H 1.17 2.42 1.84  0.49
H 1.11 1.96 0.11  0.24
H 0.14 3.39 0.65  0.51
H -0.95 2.84 2.62  0.37
H -0.10 -0.94 -0.58  0.49
H 2.02 -1.62 -1.95  0.53
H 4.54 -0.10 -2.15  0.39
N 2.82 -5.04 4.83  0.02
C 1.57 -4.84 5.34  -0.45
C 0.96 -3.86 4.59  -0.82
C 1.88 -3.47 3.59  0.49
C 3.02 -4.21 3.77  -0.96
H 3.49 -5.70 5.19  0.19
H 1.21 -5.40 6.19  0.39
H -0.04 -3.48 4.75  0.37
H 1.73 -2.72 2.83  0.39
H 3.95 -4.22 3.22  0.41
N -3.93 0.98 1.41  0.25
C -5.09 1.70 1.41  -0.71
C -6.13 0.84 1.18  -0.46
C -5.58 -0.46 1.05  -0.58
C -4.22 -0.35 1.19  -0.28
H -3.01 1.35 1.55  0.22
H -5.07 2.77 1.57  0.37
H -7.17 1.11 1.12  0.44
H -6.12 -1.38 0.86  0.42
H -3.44 -1.09 1.16  0.29
N -3.32 2.85 -3.58  0.05
C -4.64 3.17 -3.70  -0.50
C -5.28 2.76 -2.55  -1.09
C -4.30 2.19 -1.70  0.95
C -3.10 2.26 -2.36  -1.02
H -2.61 3.03 -4.27  0.30
H -5.02 3.65 -4.59  0.41
H -6.33 2.87 -2.35  0.42
H -4.46 1.77 -0.72  0.22
H -2.11 1.94 -2.07  0.39
N 0.87 0.37 -5.36  0.06
C -0.23 0.53 -4.56  -0.43
C -1.33 0.66 -5.37  -0.33
C -0.88 0.56 -6.71  -0.73
C 0.48 0.38 -6.67  -0.44
H 1.81 0.26 -5.03  0.16
H -0.14 0.55 -3.48  0.30
H -2.35 0.80 -5.04  0.61
H -1.48 0.62 -7.60  0.40
H 1.20 0.26 -7.46  0.38

The net charge is +1. For the LUMO energy, the calculation gives -5.028 eV. The value obtained for the electronic energy is -43838.5913 eV.

***

# 2
Molecular formula: C5H11NO3
Method: DFT, the ωB97M-V functional and the def2-TZVPD basis

Last column: Mulliken charge in e.
Cartesian coordinates (Å):
N -1.18 -1.76 -2.20  -0.36
C -0.91 -1.50 -0.89  0.56
O -0.80 -2.36 -0.04  -0.61
C -0.67 0.00 -0.69  -0.35
C 0.86 0.25 -0.59  -0.69
C 1.53 -0.21 0.73  -0.59
C 1.81 0.87 1.72  0.01
O 1.27 1.95 1.64  -0.49
H -1.15 -2.63 -2.69  0.21
H -1.66 -1.02 -2.69  0.21
H -1.04 0.38 0.25  0.21
H -0.89 0.66 -1.56  0.19
H 1.24 1.27 -0.80  0.41
H 1.23 -0.46 -1.40  0.29
H 2.53 -0.65 0.56  0.32
H 0.86 -1.05 0.99  0.32
H 2.33 0.53 2.62  0.38
O -2.05 1.95 1.38  -0.67
H -1.18 2.38 1.47  0.33
H -2.13 1.40 2.17  0.32

The calculation puts the energy above the lowest of the compared OMol25 structures with the same formula, charge and spin at 1.364 eV. The net charge is 0. For the LUMO energy, the calculation gives 0.768 eV. The value obtained for the electronic energy is -12995.4872 eV. As for the SMILES: NC(=O)CCCC=O.O.

***

# 3
Molecular formula: C22H37F5N6OPRhS
Method: DFT, the ωB97M-V functional and the def2-TZVPD basis

Last column: Mulliken charge in e.
Cartesian coordinates (Å):
Rh -0.06 0.12 0.15  -0.17
N -2.09 0.02 0.69  -0.38
C -2.74 -1.27 0.37  -0.56
C -1.71 -2.34 0.63  -0.65
N -0.50 -2.02 -0.15  -0.01
C -0.60 -2.38 -1.60  -0.74
C -0.90 -1.15 -2.44  -0.52
N 0.05 -0.13 -2.01  -0.20
H -2.03 0.13 1.71  0.40
H -2.60 0.82 0.33  0.19
H -3.06 -1.26 -0.67  0.25
H -3.62 -1.44 0.99  0.47
H -2.10 -3.33 0.38  0.40
H -1.43 -2.35 1.69  0.27
H 0.28 -2.53 0.26  0.24
H -1.37 -3.13 -1.75  0.35
H 0.35 -2.81 -1.90  0.43
H -1.90 -0.77 -2.26  0.28
H -0.82 -1.40 -3.50  0.47
H -0.15 0.79 -2.39  0.08
H 0.99 -0.39 -2.31  0.28
F 3.12 -1.93 6.39  -0.26
C 2.45 -1.28 5.45  0.77
C 2.08 -1.92 4.28  -0.21
F 2.40 -3.20 4.09  -0.28
C 1.39 -1.23 3.31  -0.41
F 1.07 -1.91 2.19  -0.21
C 1.03 0.10 3.44  1.04
S 0.11 1.10 2.31  -0.14
C 1.43 0.72 4.62  0.12
F 1.14 2.01 4.80  -0.34
C 2.13 0.05 5.62  0.03
F 2.48 0.69 6.72  -0.26
O -0.07 2.12 -0.61  -0.80
P 0.95 3.21 -0.25  -2.49
N 1.37 3.89 -1.67  1.05
C 2.31 5.03 -1.76  -0.23
C 2.49 5.22 -3.26  -0.79
C 1.11 4.86 -3.81  -0.76
C 0.69 3.66 -2.96  -0.43
N 0.36 4.28 0.81  0.93
C -1.08 4.63 0.71  -0.27
C -1.29 5.59 1.87  -0.67
C 0.03 6.34 1.95  -0.89
C 1.08 5.26 1.66  -0.22
N 2.28 2.52 0.45  1.16
C 3.33 3.07 1.33  -0.32
C 4.53 2.18 1.03  -0.95
C 3.87 0.82 0.77  -0.69
C 2.66 1.23 -0.05  1.11
H 3.25 4.81 -1.24  0.18
H 1.87 5.93 -1.31  0.26
H 3.25 4.54 -3.64  0.30
H 2.79 6.24 -3.50  0.39
H 1.13 4.62 -4.87  0.39
H 0.42 5.69 -3.67  0.29
H 1.04 2.73 -3.42  0.24
H -0.39 3.60 -2.84  0.32
H -1.70 3.73 0.77  0.02
H -1.30 5.13 -0.24  0.32
H -1.47 5.03 2.79  0.29
H -2.14 6.25 1.70  0.41
H 0.20 6.81 2.91  0.41
H 0.07 7.11 1.18  0.32
H 1.40 4.78 2.59  0.23
H 1.95 5.67 1.17  0.27
H 3.02 2.97 2.38  0.13
H 3.51 4.12 1.13  0.33
H 5.24 2.15 1.86  0.44
H 5.05 2.53 0.14  0.31
H 3.56 0.37 1.71  0.13
H 4.51 0.12 0.24  0.47
H 1.78 0.50 0.07  -0.44
H 2.86 1.24 -1.13  0.51

The net charge is +2. For the LUMO energy, the calculation gives -7.511 eV. The value obtained for the electronic energy is -71109.9278 eV.

***

# 4
Molecular formula: C6H11ClF3NdO2Pt
Method: DFT, the ωB97M-V functional and the def2-TZVPD basis

Last column: Mulliken spin population.
Cartesian coordinates (Å):
Nd -0.01 0.73 0.53  4.12
Cl -0.37 -1.92 0.32  0.03
C 2.33 0.64 0.70  0.84
H 2.74 1.53 1.19  0.03
H 2.85 0.48 -0.24  0.03
H 2.55 -0.22 1.36  0.01
Pt -0.48 -1.04 -1.86  0.41
C 1.16 -1.96 -2.72  0.34
C -2.51 -0.68 -1.91  0.28
C -0.47 0.03 -3.47  0.82
H -2.85 0.11 -1.24  0.03
H -2.79 -0.41 -2.94  -0.03
H -2.98 -1.64 -1.65  -0.01
H 2.09 -1.65 -2.24  0.03
H 0.99 -3.03 -2.58  -0.01
H 1.20 -1.71 -3.79  -0.03
H 0.43 0.12 -4.10  0.04
H -1.31 0.69 -3.75  0.04
F -0.30 0.41 5.40  0.00
C -0.45 1.54 4.69  0.00
F -1.64 2.08 4.98  0.00
F 0.56 2.40 5.04  0.00
C -0.30 1.25 3.16  0.01
O 0.48 0.31 2.83  0.01
O -0.92 1.96 2.32  0.01

The spin multiplicity is 8. The net charge is 0. For the LUMO energy (spin up / spin down), the calculation gives -0.262 / -2.869 eV. The value obtained for the electronic energy is -49688.7940 eV. The expectation value of S² is 15.769.